1.
Computed, not measured: a cluster of 12 separate species, C30H87N3O12 in total, with ωB97M-V with the def2-TZVPD basis set.

## Properties
Relative energy (zero: lowest compared OMol25 entry of this formula, charge and spin) ... 0.262 eV

Structure (XYZ):
```
132
Properties=species:S:1:pos:R:3:forces:R:3:lowdin_charge:R:1
C 2.411 -0.485 2.516 0.4 0.5 -0.3 -0.1031
O 3.522 -0.998 3.215 -0.1 -0.2 0.3 -0.1882
C 3.341 -2.355 3.587 0.4 0.4 -0.4 -0.2134
C 4.665 -2.952 4.048 -0.1 -0.4 0.3 -0.4389
C 5.706 -2.900 2.945 -0.2 0.8 -0.1 -0.0600
N 4.489 -4.344 4.472 0.2 0.0 0.0 0.0332
H 1.518 -0.288 3.113 0.1 -0.3 0.2 0.0730
H 2.161 -1.134 1.670 -0.2 0.0 0.0 0.0789
H 2.733 0.483 2.130 -0.1 0.0 -0.2 0.0693
H 2.595 -2.423 4.384 -0.2 -0.2 -0.1 0.1249
H 3.020 -2.908 2.689 -0.3 -0.1 0.2 0.1236
H 4.981 -2.384 4.928 0.2 0.0 -0.1 0.1428
H 6.694 -3.254 3.230 -0.1 -0.2 0.2 0.0778
H 5.802 -1.856 2.635 0.1 -0.1 -0.2 0.0749
H 5.359 -3.465 2.075 0.0 -0.1 0.0 0.0737
H 4.129 -4.900 3.704 0.0 0.0 0.0 0.0637
H 3.854 -4.441 5.254 -0.1 0.1 0.0 0.0641
C -6.525 -0.028 -0.978 0.2 -0.5 -0.2 -0.1139
O -6.359 0.735 0.185 0.0 0.2 0.1 -0.1746
C -5.010 1.144 0.358 -0.5 -0.2 -0.3 -0.2147
C -4.927 2.103 1.532 0.3 -0.5 0.3 -0.3996
C -3.507 2.657 1.578 0.2 0.6 -0.1 -0.0598
N -5.247 1.418 2.822 0.7 0.0 -0.9 0.0599
H -6.357 0.574 -1.879 0.0 0.0 0.0 0.0815
H -7.530 -0.448 -1.001 -0.1 0.2 0.1 0.0893
H -5.843 -0.891 -1.003 0.1 0.1 0.0 0.0706
H -4.419 0.227 0.509 0.3 0.2 0.2 0.1202
H -4.640 1.612 -0.563 -0.1 0.1 0.0 0.1032
H -5.656 2.897 1.363 0.0 0.1 -0.1 0.1335
H -2.786 1.859 1.773 0.0 0.0 0.1 0.0703
H -3.374 3.446 2.323 -0.2 -0.3 0.3 0.0838
H -3.192 3.148 0.650 -0.2 -0.2 -0.1 0.0624
H -4.343 1.262 3.260 -0.2 0.1 0.4 0.0303
H -5.499 0.463 2.571 -0.5 0.1 0.2 0.0605
C 2.000 4.126 -2.892 -1.1 -0.2 0.2 -0.0804
O 2.767 3.002 -2.533 0.7 -0.1 -0.2 -0.2043
C 2.721 2.659 -1.169 -0.8 0.4 0.5 -0.1780
C 3.320 3.699 -0.224 1.1 0.1 0.0 -0.4022
C 4.857 3.763 -0.336 -0.5 0.1 -0.3 -0.0375
N 2.884 3.337 1.132 0.0 -0.2 -0.1 0.0524
H 1.011 4.056 -2.411 0.1 0.1 0.1 0.0731
H 1.804 4.090 -3.961 0.4 0.0 -0.1 0.1019
H 2.442 5.082 -2.602 0.2 0.0 -0.1 0.0879
H 1.671 2.527 -0.869 0.0 -0.1 0.0 0.1176
H 3.241 1.710 -1.025 0.0 -0.1 -0.2 0.1175
H 2.975 4.696 -0.506 -0.5 -0.1 0.3 0.1234
H 5.270 4.340 0.491 0.0 0.0 0.0 0.0757
H 5.123 4.272 -1.265 0.2 -0.2 0.0 0.0822
H 5.297 2.763 -0.333 0.0 0.0 0.0 0.0786
H 3.231 3.980 1.835 0.2 0.1 -0.1 0.0988
H 3.329 2.445 1.337 -0.2 0.0 0.2 0.0805
C -1.832 3.311 -3.287 0.0 -0.1 0.1 -0.0687
C -2.948 2.723 -2.439 -0.2 0.6 -0.3 -0.3048
O -3.533 1.572 -3.050 0.0 0.1 0.2 -0.0902
H -1.524 4.286 -2.907 0.0 0.0 0.1 0.0616
H -2.204 3.470 -4.300 0.1 -0.1 0.0 0.0819
H -0.963 2.653 -3.318 0.0 0.0 -0.1 0.0573
H -3.715 3.498 -2.323 -0.1 -0.1 0.2 0.1197
H -2.629 2.446 -1.437 0.1 -0.2 0.0 0.0787
H -4.134 1.899 -3.727 0.0 -0.2 -0.1 0.0983
C -1.075 -0.901 3.376 -0.7 0.3 0.0 -0.0885
C -2.552 -1.180 3.127 0.3 -0.2 0.0 -0.3077
O -3.380 -0.565 4.108 -0.1 -0.1 -0.1 -0.0845
H -0.770 -1.209 4.378 0.0 -0.3 -0.1 0.0765
H -0.953 0.180 3.320 0.3 0.0 -0.2 0.0706
H -0.479 -1.410 2.620 0.2 0.1 0.1 0.0538
H -2.745 -2.257 3.053 0.0 0.0 0.2 0.1012
H -2.853 -0.758 2.165 0.0 0.1 0.0 0.0921
H -3.243 -1.012 4.948 0.0 0.0 0.0 0.0892
C -0.334 5.670 -0.098 0.5 0.5 -0.2 -0.0742
C -0.084 5.076 1.273 -0.4 -0.3 0.3 -0.2964
O 0.091 3.667 1.231 0.1 0.0 0.0 -0.1358
H 0.612 5.870 -0.611 -0.1 -0.1 -0.1 0.0580
H -0.855 6.626 -0.015 0.0 0.0 0.0 0.0764
H -0.925 5.023 -0.743 -0.1 -0.2 0.2 0.0539
H -0.940 5.282 1.923 0.0 -0.1 -0.1 0.1068
H 0.777 5.532 1.772 0.1 0.1 -0.2 0.1108
H 1.050 3.452 1.305 0.0 0.1 -0.1 0.0337
C -0.541 -4.783 1.786 0.1 -0.2 0.0 -0.0822
C 0.068 -5.262 3.080 0.0 -0.4 0.8 -0.3171
O 0.050 -4.250 4.092 -0.1 0.2 -0.4 -0.0910
H -0.307 -5.525 1.019 0.0 0.1 -0.1 0.0816
H -0.110 -3.831 1.475 0.0 0.0 0.0 0.0628
H -1.626 -4.708 1.841 0.0 0.2 0.1 0.0638
H 1.095 -5.618 2.931 0.0 0.2 -0.1 0.1026
H -0.483 -6.123 3.477 -0.1 0.0 -0.3 0.1121
H 0.120 -4.684 4.945 0.0 0.0 0.0 0.0770
C 4.591 -0.871 -0.717 0.4 -0.7 0.2 -0.0836
C 5.678 -1.910 -0.943 0.3 0.5 -0.2 -0.3161
O 6.880 -1.386 -0.384 0.0 0.0 0.3 -0.0836
H 4.479 -0.707 0.356 -0.1 0.0 0.0 0.0648
H 3.673 -1.289 -1.132 -0.2 0.4 0.0 0.0633
H 4.891 0.062 -1.191 -0.2 0.0 -0.1 0.0689
H 5.838 -2.051 -2.018 -0.2 -0.2 0.0 0.1097
H 5.395 -2.869 -0.502 0.1 0.0 0.1 0.1026
H 7.541 -2.076 -0.283 -0.1 -0.1 -0.1 0.0809
C 1.046 0.018 -4.212 0.5 -0.1 -0.5 -0.0770
C 2.566 -0.126 -4.128 -0.5 -0.2 0.5 -0.3195
O 3.220 1.056 -4.541 0.2 -0.2 0.1 -0.0794
H 0.733 0.183 -5.245 0.0 0.1 0.0 0.0786
H 0.788 0.900 -3.621 -0.3 -0.1 0.1 0.0566
H 0.517 -0.864 -3.855 0.0 0.1 0.2 0.0535
H 2.959 -0.965 -4.703 -0.1 0.1 -0.3 0.1101
H 2.788 -0.367 -3.079 0.3 0.1 0.0 0.0802
H 3.127 1.682 -3.806 0.0 0.2 -0.2 0.0386
C -2.787 -2.884 -0.732 0.3 -0.5 0.1 -0.0771
C -3.880 -3.512 0.112 -0.2 0.6 -0.5 -0.2974
O -5.159 -3.369 -0.520 0.1 -0.1 0.2 -0.0852
H -1.835 -2.903 -0.193 0.0 0.0 0.0 0.0563
H -2.996 -1.853 -1.011 -0.2 0.0 0.0 0.0618
H -2.648 -3.479 -1.638 0.0 0.2 -0.1 0.0697
H -3.952 -2.981 1.061 -0.1 -0.2 0.1 0.0962
H -3.676 -4.573 0.278 0.1 0.0 0.2 0.1068
H -5.196 -3.999 -1.246 0.0 0.0 0.0 0.0804
C -2.305 -3.059 -4.663 -0.2 -0.3 -0.6 -0.0884
C -3.063 -1.885 -4.119 -0.6 0.4 0.5 -0.3385
O -2.180 -0.928 -3.553 -0.1 -0.3 0.0 -0.0976
H -1.732 -3.593 -3.906 0.0 0.2 0.1 0.0667
H -1.636 -2.777 -5.478 0.1 0.1 0.1 0.0763
H -3.030 -3.761 -5.089 0.1 0.0 0.0 0.0768
H -3.788 -2.226 -3.364 0.2 -0.1 0.1 0.0941
H -3.702 -1.401 -4.870 0.3 -0.1 -0.3 0.1136
H -2.735 -0.215 -3.205 0.2 0.3 -0.1 0.0421
C 0.178 -0.774 -0.746 0.1 0.1 -0.4 -0.0720
C -0.657 0.442 -0.441 -0.7 0.1 0.3 -0.3045
O -0.245 0.960 0.819 0.1 0.3 -0.3 -0.0956
H 1.218 -0.501 -0.941 0.0 0.0 0.2 0.0599
H -0.184 -1.294 -1.635 -0.2 0.0 0.1 0.0600
H 0.125 -1.427 0.127 0.1 -0.1 -0.1 0.0551
H -1.720 0.156 -0.375 0.1 -0.1 0.0 0.0958
H -0.656 1.207 -1.228 0.5 0.0 0.0 0.0979
H -0.303 1.931 0.805 -0.1 -0.1 0.2 0.0326
```
Forces are in eV/Å.

=====

2.
Computed, not measured: the molecule C6H11NO2, with ωB97M-V with the def2-TZVPD basis set.

## Properties
Relative energy (zero: lowest compared OMol25 entry of this formula, charge and spin) ... 4.370 eV

Structure (XYZ):
```
20
Properties=species:S:1:pos:R:3:forces:R:3:nbo_charge:R:1
H 1.471 0.569 2.416 0.5 0.9 -0.1 0.3492
N 0.668 0.956 1.913 0.1 -1.7 0.0 -0.5674
C 0.646 0.619 0.690 -3.8 3.8 -0.5 0.0432
C -0.812 0.424 -0.038 2.2 1.9 1.3 0.2137
C -0.924 1.262 -1.309 -0.2 -0.3 0.3 -0.6331
C -1.947 0.661 0.943 0.1 -0.4 -0.4 -0.6349
O -0.533 -0.890 -0.314 2.1 -2.1 0.7 -0.5827
C 1.023 -1.380 0.326 -1.9 -2.8 -0.5 0.7764
C 1.747 -1.835 -0.913 0.3 0.6 0.0 -0.7212
O 1.152 -1.848 1.412 -0.2 0.9 -1.2 -0.4993
H 1.322 0.824 -0.137 1.0 -1.1 0.1 0.2266
H -0.961 2.324 -1.068 -0.1 0.0 0.0 0.2148
H -0.082 1.076 -1.974 0.1 0.0 0.0 0.2012
H -1.837 0.986 -1.838 0.0 0.1 -0.1 0.2188
H -1.832 0.012 1.806 0.0 0.0 0.1 0.2320
H -1.943 1.695 1.278 0.0 0.1 0.0 0.2202
H -2.895 0.437 0.448 0.0 0.0 0.1 0.2093
H 1.260 -2.736 -1.289 -0.2 0.1 0.2 0.2641
H 2.778 -2.081 -0.658 -0.1 0.1 0.0 0.2359
H 1.700 -1.076 -1.691 0.1 -0.1 0.0 0.2333
```
Forces are in eV/Å.

=====

3.
Computed, not measured: the molecule C3H5N3, with ωB97M-V with the def2-TZVPD basis set.

## Properties
Relative energy (zero: lowest compared OMol25 entry of this formula, charge and spin) ... 3.489 eV

Structure (XYZ):
```
11
Properties=species:S:1:pos:R:3:forces:R:3:nbo_charge:R:1
C 0.320 -0.107 -1.583 0.0 0.0 -0.1 -0.4100
N -0.060 0.023 -0.186 0.1 0.1 0.2 -0.1096
C 0.708 -0.344 0.879 0.4 0.0 0.0 -0.1889
C 0.120 0.092 2.054 0.2 -0.4 -0.3 -0.1462
N -1.000 0.675 1.515 0.1 -0.8 0.4 -0.3893
N -1.158 0.633 0.176 0.3 -0.4 0.3 -0.0723
H -0.574 -0.154 -2.206 0.1 0.0 0.1 0.2313
H 0.942 0.746 -1.872 -0.2 -0.2 0.0 0.2221
H 0.904 -1.028 -1.684 -0.2 0.2 0.0 0.2217
H 1.553 -1.001 0.760 0.2 0.3 -0.3 0.2147
H -1.754 0.466 2.146 -1.1 1.3 -0.4 0.4265
```
Forces are in eV/Å.

=====

The following HOMO-LUMO gap values (in eV) correspond, in order, to the records above: 9.28 8.31 9.21.